This record from the OMol25 dataset describes 2 unconnected molecules or ions with the total composition C4H4FNO2 in a non-equilibrium geometry. The level of theory is ωB97M-V with the def2-TZVPD basis set.

The calculation puts the total energy at -459.7123 hartree. The energy relative to the best compared isomer or geometry (same formula, charge and spin) comes out at 5.072 eV. Its HOMO-LUMO gap is 9.30 eV.

Geometry as XYZ:
```
12
Properties=species:S:1:pos:R:3:forces:R:3:nbo_charge:R:1
C -0.42343 0.94681 0.71808 1.577 -1.457 3.858 -0.15
C -0.76484 1.13250 -0.48154 0.070 -2.956 -5.970 0.37
C -0.33140 -0.22546 -1.22553 -2.298 0.267 -1.984 -0.52
C 0.76264 -0.81619 -0.23566 2.371 -1.852 -2.581 0.59
H 1.69382 -1.15590 1.79243 -2.198 1.552 2.382 0.50
H -0.81363 1.55993 1.45684 0.002 0.655 2.060 0.23
H -1.62028 -0.91922 -1.05179 4.318 1.721 -0.857 0.25
H 0.00195 -0.13497 -2.46036 -1.042 -0.484 4.006 0.28
N 0.38727 -0.30441 0.96942 -2.969 2.782 -3.098 -0.13
O 0.85169 -0.59339 2.19745 4.284 -2.407 -1.347 -0.49
O 1.81057 -1.52995 -0.58461 -4.785 2.851 2.526 -0.63
F -1.55436 2.04025 -1.09473 0.670 -0.673 1.005 -0.30
```
Forces are in eV/Å.

***

This record from the OMol25 dataset describes a molecular structure, C2H6S in a non-equilibrium geometry. The level of theory is ωB97M-V with the def2-TZVPD basis set.

The calculation puts the total energy at -477.8137 hartree. The energy relative to the best compared isomer or geometry (same formula, charge and spin) comes out at 4.421 eV. Its HOMO-LUMO gap is 8.20 eV.

Geometry as XYZ:
```
9
Properties=species:S:1:pos:R:3:forces:R:3:nbo_charge:R:1
C -0.73356 -0.79618 -0.96716 -0.183 4.295 -1.767 -0.82
S -1.08877 0.71486 0.36419 0.511 -2.425 1.853 0.20
C 0.65393 0.56152 1.01990 0.592 -0.775 -0.664 -0.74
H -0.22637 -1.76302 -1.21517 0.039 0.810 2.171 0.25
H -1.50775 -0.67532 -1.75884 0.416 0.397 0.937 0.20
H -0.18927 0.44462 -0.86180 0.209 -3.631 -3.494 0.24
H 0.95232 1.47431 1.50944 0.042 0.439 -0.065 0.22
H 1.36674 0.28279 0.15246 -1.161 0.739 1.253 0.22
H 0.77274 -0.24357 1.75698 -0.465 0.150 -0.225 0.22
```
Forces are in eV/Å.

***

This record from the OMol25 dataset describes a molecular structure, C25H37N3O2Si4V in a non-equilibrium geometry. The level of theory is ωB97M-V with the def2-TZVPD basis set.

The calculation puts the total energy at -3391.2271 hartree. The energy relative to the best compared isomer or geometry (same formula, charge and spin) comes out at 1.100 eV. Its HOMO-LUMO gap (spin up / spin down) is 5.89 / 5.90 eV. The total charge is +1.

Geometry as XYZ:
```
72
Properties=species:S:1:pos:R:3:forces:R:3:lowdin_charge:R:1
V 0.38025 -1.60123 -0.92831 0.053 1.654 1.591 0.85
N 8.71764 4.16932 -0.33963 -0.037 -0.016 0.015 0.18
C 7.73910 3.56864 -0.35591 -0.027 -0.012 -0.036 -0.17
C 6.51509 2.80971 -0.38863 0.024 -0.061 0.049 -0.21
C 6.53478 1.48420 -0.81961 0.010 0.048 -0.009 0.00
C 5.36005 0.75439 -0.84536 -0.022 -0.042 -0.024 0.00
C 4.15955 1.34395 -0.45630 0.061 0.103 0.093 -0.20
C 4.14535 2.66433 -0.02191 -0.125 0.023 0.004 0.00
C 5.32042 3.39535 0.01942 0.034 0.060 -0.043 0.00
C 2.91079 0.53851 -0.51456 0.007 -0.263 -0.109 -0.02
C 2.05836 0.72885 -1.60505 -0.065 0.167 0.127 -0.21
C 2.24852 1.62202 -2.67659 -0.070 -0.057 -0.011 0.05
C 1.26634 1.36477 -3.62463 -0.017 0.070 0.011 -0.02
C 0.48652 0.33107 -3.12297 0.151 0.006 -0.058 -0.09
N 0.93061 -0.06222 -1.90557 0.316 0.001 -0.061 -0.06
C 2.74076 -0.46044 0.45506 -0.002 0.159 -0.004 -0.24
C 3.59467 -0.83154 1.50440 -0.056 -0.100 0.044 0.05
C 3.04231 -1.95948 2.11167 0.100 0.133 0.005 -0.02
C 1.86582 -2.23729 1.42680 0.267 -0.054 0.174 -0.13
N 1.65413 -1.33379 0.44323 1.070 -0.208 0.737 -0.11
H 7.46657 1.03649 -1.13644 -0.004 -0.006 0.011 0.13
H 5.36868 -0.27432 -1.18409 0.017 0.012 0.004 0.13
H 3.21407 3.12032 0.29133 0.008 -0.001 -0.007 0.13
H 5.31679 4.42280 0.35631 -0.014 -0.010 0.016 0.13
H 3.03430 2.35890 -2.73276 0.024 -0.053 -0.031 0.13
H 1.13002 1.84915 -4.57717 -0.006 0.026 0.032 0.12
H -0.35948 -0.15240 -3.58906 -0.010 -0.028 0.056 0.12
H 4.51700 -0.33594 1.76317 -0.023 0.000 0.025 0.13
H 3.43535 -2.50626 2.95244 0.008 -0.021 -0.030 0.12
H 1.17606 -3.05406 1.59546 -0.036 0.040 0.062 0.12
C -3.27157 0.13958 -2.87553 0.196 -0.065 0.009 -0.20
Si -2.84548 0.92204 -1.22216 0.377 0.320 -0.097 0.37
C -4.41613 1.50631 -0.38915 0.005 -0.162 0.207 -0.19
C -1.72096 2.42072 -1.41266 -0.030 0.012 -0.126 -0.21
Si -1.61428 -0.62911 0.11132 -1.674 -1.018 0.347 0.58
Si -3.27227 -2.66815 0.20606 1.484 1.115 0.068 0.48
C -2.13106 -3.79013 1.19645 -0.450 -0.502 -0.019 -0.22
C -3.79877 -3.33506 -1.43734 -0.182 -0.116 -0.013 -0.19
C -4.69050 -1.99275 1.20661 -0.111 -0.162 0.045 -0.19
Si -1.28694 0.04224 2.39008 0.506 0.636 -0.242 0.37
C -2.88832 0.66197 3.13931 -0.125 -0.052 -0.137 -0.19
C -0.52636 -1.16231 3.60689 -0.087 -0.207 -0.165 -0.19
C -0.11961 1.50676 2.15593 0.037 0.020 0.212 -0.22
H -3.15358 0.86874 -3.68130 -0.031 0.021 0.030 0.04
H -4.30962 -0.19804 -2.88724 0.016 -0.019 0.029 0.04
H -2.64307 -0.72383 -3.10610 -0.059 -0.013 -0.035 0.00
H -4.87609 2.27709 -1.01382 0.057 -0.019 -0.048 0.05
H -4.22433 1.94859 0.58899 -0.014 0.026 -0.032 0.02
H -5.14854 0.70938 -0.25935 -0.006 0.031 -0.030 0.02
H -2.03909 3.03911 -2.25710 -0.012 -0.003 0.022 0.04
H -0.68015 2.14090 -1.58207 -0.006 0.040 0.017 0.00
H -1.75893 3.04577 -0.51761 0.003 -0.050 0.022 0.03
H -1.14655 -3.86181 0.72859 -0.008 -0.030 -0.051 0.00
H -2.53166 -4.80760 1.25809 0.064 0.001 0.062 0.04
H -2.00308 -3.42733 2.21740 0.026 0.076 -0.044 0.02
H -2.95706 -3.49463 -2.10405 0.018 -0.046 0.039 0.00
H -4.48481 -2.64755 -1.93641 -0.018 -0.005 0.051 0.04
H -4.31592 -4.29076 -1.30437 -0.049 0.052 0.061 0.05
H -4.37130 -1.58666 2.16443 0.011 -0.057 -0.014 0.01
H -5.40656 -2.79658 1.40667 0.009 0.011 0.002 0.05
H -5.22457 -1.20929 0.66950 0.007 -0.038 -0.019 0.02
H -3.59694 -0.14170 3.33761 0.016 0.041 0.051 0.01
H -3.38598 1.39723 2.50651 0.013 -0.006 0.024 0.02
H -2.66689 1.14342 4.09584 0.074 -0.013 -0.025 0.05
H -1.20765 -1.97467 3.86708 0.011 0.010 0.007 0.03
H -0.29138 -0.62274 4.52798 -0.053 0.063 -0.029 0.05
H 0.40154 -1.59842 3.24397 0.011 0.009 0.063 -0.01
H -0.66385 2.37050 1.76570 0.006 -0.035 -0.041 0.03
H 0.68317 1.27145 1.45259 0.001 -0.008 0.022 0.00
H 0.34372 1.80954 3.09967 -0.026 0.006 -0.012 0.04
O -0.50474 -2.24394 -2.06671 -2.041 -1.469 -2.837 -0.43
O -1.22421 -2.77211 -2.98505 0.398 0.033 -0.006 -0.12
```
Forces are in eV/Å.

***

This record from the OMol25 dataset describes a single C17H14ClN5O2S2 molecule in a non-equilibrium geometry. The level of theory is ωB97M-V with the def2-TZVPD basis set.

The SMILES is O=S(=O)(Nc1ncccn1)c1ccc(NC(=S)Nc2ccccc2Cl)cc1. The calculation puts the total energy at -2337.0721 hartree. Its HOMO-LUMO gap is 8.49 eV.

Geometry as XYZ:
```
41
Properties=species:S:1:pos:R:3:forces:R:3:nbo_charge:R:1
O -4.01555 -1.08093 2.26239 0.366 0.112 -0.103 -0.91
S -4.00199 -1.69252 0.97183 -0.389 0.203 -0.392 2.32
O -4.72907 -2.90877 0.77796 0.055 -0.059 -0.319 -0.93
N -4.68591 -0.62534 -0.17180 0.182 -1.046 0.520 -0.84
C -4.29041 0.67427 -0.20606 0.500 1.247 -0.120 0.55
N -5.13485 1.56803 -0.71954 -0.351 -0.567 -0.041 -0.48
C -4.72618 2.82284 -0.74632 0.252 0.141 0.080 0.10
C -3.48402 3.21253 -0.26510 -0.013 -0.122 -0.008 -0.34
C -2.68023 2.19427 0.22487 -0.125 0.248 -0.091 0.10
N -3.06621 0.93137 0.24972 -0.110 -0.031 0.079 -0.50
C -2.34094 -1.85965 0.36695 -0.469 -0.089 0.290 -0.35
C -1.28774 -1.34115 1.09280 -0.047 -0.063 -0.004 -0.13
C 0.00021 -1.45638 0.60739 0.003 -0.110 0.028 -0.24
C 0.23023 -2.08881 -0.61943 -0.598 0.161 0.242 0.16
N 1.49801 -2.23786 -1.16154 0.030 -0.105 -0.135 -0.60
C 2.64497 -1.52666 -0.94287 0.335 -0.132 -0.537 0.28
S 4.07203 -2.13606 -1.49282 0.269 -0.115 -0.130 -0.19
N 2.51857 -0.30515 -0.36141 -0.539 -0.025 -0.018 -0.64
C 3.61371 0.47250 0.05203 0.311 0.089 0.092 0.20
C 3.81106 1.74362 -0.47490 -0.045 -0.173 0.040 -0.24
C 4.88688 2.51243 -0.07272 0.001 0.049 0.035 -0.19
C 5.78176 2.01580 0.86024 -0.013 0.014 -0.022 -0.20
C 5.58426 0.76317 1.41318 -0.061 -0.063 -0.030 -0.21
C 4.49673 -0.00097 1.02368 -0.074 0.141 -0.017 -0.06
Cl 4.21147 -1.52321 1.78593 0.055 0.014 0.223 0.03
C -0.84949 -2.64044 -1.31954 0.112 0.107 0.078 -0.24
C -2.13292 -2.52369 -0.82688 0.021 -0.084 0.058 -0.16
H -5.63483 -0.80804 -0.46078 -0.077 -0.234 0.108 0.44
H -5.42804 3.53236 -1.16526 0.019 0.117 -0.012 0.20
H -3.16327 4.24008 -0.27664 0.032 0.094 -0.008 0.23
H -1.68616 2.38346 0.61041 0.066 0.124 0.020 0.19
H -1.49766 -0.85629 2.03150 0.059 0.103 0.125 0.25
H 0.82846 -1.09664 1.19694 0.028 0.013 0.042 0.23
H 1.62805 -3.01758 -1.79379 0.112 0.181 0.138 0.43
H 1.63097 0.16927 -0.46521 0.071 -0.100 0.117 0.41
H 3.11708 2.11607 -1.21421 -0.044 0.001 -0.110 0.22
H 5.03153 3.49438 -0.49586 0.011 0.084 -0.041 0.22
H 6.63090 2.60642 1.16657 0.080 0.052 0.037 0.22
H 6.26304 0.37602 2.15643 0.039 -0.063 0.066 0.23
H -0.66756 -3.15768 -2.24985 -0.001 -0.028 -0.116 0.22
H -2.97690 -2.94506 -1.34832 -0.055 -0.084 -0.163 0.24
```
Forces are in eV/Å.

***

This record from the OMol25 dataset describes a molecular structure, C5H7NO2 in a non-equilibrium geometry. The level of theory is ωB97M-V with the def2-TZVPD basis set.

The calculation puts the total energy at -399.8499 hartree. The energy relative to the best compared isomer or geometry (same formula, charge and spin) comes out at 3.148 eV. Its HOMO-LUMO gap is 10.54 eV.

Geometry as XYZ:
```
15
Properties=species:S:1:pos:R:3:forces:R:3:nbo_charge:R:1
O 2.14362 0.24394 -0.82012 -1.269 0.086 0.650 -0.52
C 1.02704 -0.03300 -0.48252 -0.064 -0.271 -1.709 0.71
C 0.33442 -1.33164 -0.14851 -0.016 -0.358 0.369 -0.33
C -0.68628 -0.92484 0.94503 -0.144 -0.147 0.294 -0.39
C -1.35131 -0.08021 -0.13739 0.101 0.192 0.176 -0.09
C -0.71181 -0.83936 -1.21304 0.223 0.143 -0.268 -0.09
N -0.28419 0.59181 -0.94531 0.865 -0.002 0.230 -0.45
H 0.87205 -2.28088 -0.14291 -0.071 0.265 0.092 0.24
H -1.33111 -1.76583 1.22478 0.143 0.177 -0.061 0.22
H -0.30207 -0.42157 1.84243 -0.042 -0.111 -0.239 0.22
H -2.31271 0.43000 -0.12385 0.288 -0.158 0.021 0.23
H -0.98531 -1.17481 -2.21072 0.112 0.112 0.332 0.24
O 1.23668 2.31927 1.07837 -2.645 0.413 -1.190 -0.95
H 0.40067 2.46698 0.48309 2.564 -0.316 1.521 0.48
H 1.95031 2.80012 0.65066 -0.045 -0.024 -0.217 0.48
```
Forces are in eV/Å.

***

This record from the OMol25 dataset describes a gas-phase ion, C6H12NS (charge +1) in a non-equilibrium geometry. The level of theory is ωB97M-V with the def2-TZVPD basis set.

The SMILES is C=C(C(C)=S)[NH+](C)C. The calculation puts the total energy at -688.3815 hartree. The energy relative to the best compared isomer or geometry (same formula, charge and spin) comes out at 3.439 eV. Its HOMO-LUMO gap is 8.89 eV. The total charge is +1.

Geometry as XYZ:
```
20
Properties=species:S:1:pos:R:3:forces:R:3:nbo_charge:R:1
C 0.17650 0.29510 -1.58037 -3.893 -2.114 1.964 -0.35
C 0.28526 0.20024 -0.27369 3.764 0.784 1.472 0.11
C 1.71891 0.63265 0.74004 -4.302 0.430 -0.940 -0.03
C 2.67898 1.57613 0.13573 -0.139 -3.181 0.571 -0.71
S 1.56044 0.12669 2.28036 1.028 0.431 -0.753 0.16
N -0.64557 -0.44405 0.63334 -0.769 2.784 -3.373 -0.47
C -1.87174 0.37119 0.76532 -0.073 -1.709 3.621 -0.40
C -0.72191 -1.82442 0.30127 -0.829 -2.185 -1.453 -0.42
H -0.70131 -0.08770 -2.15126 0.559 0.162 0.734 0.23
H 0.77659 0.82527 -2.15158 3.308 2.283 -2.396 0.23
H 3.30863 1.93146 0.87856 1.192 1.027 1.203 0.26
H 3.23719 0.88612 -0.45854 1.151 -0.562 -0.698 0.27
H 2.36182 2.25699 -0.56794 -1.345 1.709 -1.119 0.26
H -0.15572 -0.18252 1.49716 0.337 -1.230 1.304 0.44
H -2.71760 0.24075 0.15070 -0.419 -0.648 -1.332 0.24
H -2.12826 -0.04435 1.80788 -0.614 1.604 -1.248 0.22
H -1.51943 1.36793 0.74637 -0.154 1.158 0.407 0.23
H -0.70089 -1.94038 -0.85291 0.180 0.020 2.202 0.24
H 0.16782 -2.15798 0.80863 0.278 -1.354 -0.351 0.24
H -1.64465 -2.34310 0.64703 0.741 0.592 0.186 0.25
```
Forces are in eV/Å.

***

> Which of these has the lowest total energy?

C25H37N3O2Si4V

***

> The highest total energy belongs to which entry?

C5H7NO2